Record 1
A structure of composition C5H13NO in a non-equilibrium geometry. Source: the Open Molecules 2025 dataset; level of theory: ωB97M-V/def2-TZVPD.

```
! RIJCOSX wB97M-V def2-TZVPD def2/J DEFGRID3
* xyz 0 1
O 1.314 -1.569 -1.049
N -2.373 -0.637 0.302
C -1.147 1.170 -0.862
C -0.073 -0.170 1.136
C 2.153 -0.397 -0.130
C 1.225 0.486 0.676
C -0.996 -0.153 -0.131
H -0.717 0.324 1.875
H 2.985 0.214 -0.600
H -1.716 0.934 -1.789
H 1.570 -0.421 -1.217
H 0.170 -1.162 1.513
H -2.734 -1.074 -0.501
H -0.340 1.722 -1.209
H -1.827 1.764 -0.223
H 1.120 1.381 0.054
H 2.659 -1.130 0.527
H 1.714 0.766 1.552
H -0.649 -0.691 -0.969
H -2.336 -1.356 1.044
*
```

Summary:
max |F|: 5.32 eV/Å
molecular weight: 103.16 g/mol
highest occupied orbital energy: -9.0248 eV
ΔE to the lowest compared entry with this formula, charge and spin: 123.84 kcal/mol

Löwdin atomic charge list, values in e, 4 entries:
1 O -0.1879
2 N 0.0332
3 C -0.0789
4 C -0.1311


Record 2
An isolated molecule of C4H3FO in a non-equilibrium geometry. Source: the Open Molecules 2025 dataset; level of theory: ωB97M-V/def2-TZVPD.

```
! RIJCOSX wB97M-V def2-TZVPD def2/J DEFGRID3
* xyz 0 1
F 1.150 1.603 0.242
O 1.711 -0.902 -0.766
C -0.862 0.452 -0.234
C -1.752 0.208 -1.007
C 1.068 -0.817 0.217
C 0.404 0.534 0.591
H 0.732 -1.771 0.930
H 0.094 0.732 1.661
H -2.546 -0.039 -1.634
*
```

Summary:
max |F|: 2.96 eV/Å
molecular weight: 86.06 g/mol
highest occupied orbital energy: -10.2608 eV
structure (SMILES): C#C[C@H](F)C=O
ΔE to the lowest compared entry with this formula, charge and spin: 48.10 kcal/mol

Löwdin atomic charge list, values in e, 4 entries:
1 F 0.0276
2 O 0.1026
3 C -0.0585
4 C 0.1472


Record 3
A cluster of 11 separate species, C22H48N4O35S8 in total in a non-equilibrium geometry. Source: the Open Molecules 2025 dataset; level of theory: ωB97M-V/def2-TZVPD.

```
! RIJCOSX wB97M-V def2-TZVPD def2/J DEFGRID3
* xyz 0 1
S 0.646 -27.088 -4.605
S -1.885 -25.539 1.999
S 3.356 -30.647 -2.040
S 2.436 -26.734 1.430
S 2.444 -37.174 -1.764
S -2.086 -28.796 5.650
S -8.030 -32.098 1.185
S -0.953 -32.294 0.414
O -0.713 -24.609 1.971
O -2.140 -31.331 1.100
O 2.781 -31.924 3.600
O 3.440 -37.811 -2.664
O 1.743 -37.993 -0.761
O -1.467 -33.025 -0.704
O -0.695 -27.046 -3.639
O 3.769 -30.250 -3.407
O -7.833 -30.648 1.941
O -4.788 -27.948 -0.720
O -3.205 -27.934 5.219
O -0.277 -32.921 1.507
O 4.639 -31.315 -1.220
O 1.776 -26.855 -0.099
O 2.000 -27.901 2.214
O -8.623 -31.798 -0.087
O 4.019 -27.030 0.789
O 0.455 -27.711 -5.897
O -6.369 -32.220 1.004
O -0.160 -30.936 -0.137
O 3.187 -35.803 -1.038
O -3.152 -24.947 2.835
O -2.751 -25.461 0.608
O 1.324 -28.142 -3.516
O 1.329 -25.818 -4.505
O -1.639 -26.926 2.322
O -2.528 -36.118 2.672
O 2.207 -25.427 1.889
O -2.207 -29.060 7.246
O -8.657 -33.115 2.097
O 3.385 -29.496 -0.867
O 2.171 -31.516 -1.958
O -1.834 -30.070 4.963
O 1.331 -36.156 -2.523
O -0.726 -27.919 5.877
N 2.787 -29.885 4.373
N -6.743 -28.207 0.166
N 0.840 -31.013 4.398
N -5.096 -27.724 1.482
C -2.263 -36.972 1.597
C 4.117 -26.584 -0.488
C 2.717 -26.249 -1.068
C 2.178 -34.891 -0.583
C -3.997 -24.167 2.070
C -6.720 -30.663 2.820
C 3.833 -30.025 0.342
C -0.772 -36.632 1.410
C -0.746 -27.367 7.205
C -0.237 -36.441 2.762
C -5.503 -28.010 0.280
C 1.303 -34.853 -1.884
C -1.939 -27.812 7.941
C -1.320 -35.662 3.307
C -5.776 -31.867 2.170
C 4.439 -31.360 0.233
C -0.236 -29.875 0.805
C -3.919 -24.702 0.714
C 0.426 -28.895 -2.807
C -1.727 -29.982 1.253
C 2.154 -30.994 4.130
C -0.576 -27.847 -2.494
H -0.273 -37.415 3.248
H 0.278 -34.643 -1.578
H -3.753 -23.107 2.133
H 2.303 -29.070 4.723
H -0.602 -35.781 0.751
H 4.745 -25.713 -0.306
H 4.633 -29.439 0.794
H -1.972 -29.641 2.258
H 4.671 -27.238 -1.162
H 0.809 -36.136 2.746
H 2.478 -26.666 -2.047
H 3.779 -29.875 4.182
H -5.688 -32.649 2.925
H -1.096 -34.609 3.137
H 3.062 -29.982 1.111
H -0.725 -26.278 7.233
H 1.604 -35.206 0.288
H -1.219 -35.731 4.390
H -0.258 -29.514 -3.389
H -1.904 -27.934 9.023
H -7.218 -28.454 -0.691
H 3.737 -32.145 0.515
H -2.338 -29.436 0.534
H 5.420 -31.444 0.701
H 0.836 -29.398 -1.931
H -1.554 -28.282 -2.290
H -5.696 -27.990 2.250
H -4.791 -25.305 0.462
H 0.262 -31.841 4.384
H -0.197 -27.274 -1.648
H 0.493 -30.010 1.605
H -4.751 -31.535 2.006
H -7.437 -28.013 0.873
H 1.638 -34.152 -2.649
H -0.074 -28.896 0.355
H -2.445 -37.971 1.993
H -0.283 -37.474 0.920
H -4.137 -27.496 1.702
H -7.071 -31.109 3.750
H -2.863 -27.256 7.776
H -6.111 -29.761 2.886
H 2.704 -33.944 -0.457
H -4.952 -24.211 2.593
H 0.521 -30.179 4.870
H 2.528 -25.176 -1.082
H 0.093 -27.791 7.756
H -2.812 -36.778 0.676
H -3.742 -23.761 0.193
*
```

Summary:
max |F|: 7.77 eV/Å
molecular weight: 1185.15 g/mol
highest occupied orbital energy: -9.2199 eV
structure (SMILES): O=S1(=O)OCCO1.O=S1(=O)OCCO1.O=S1(=O)OCCO1.O=S1(=O)OCCO1.O=S1(=O)OCCO1.O=S1(=O)OCCO1.O=S1(=O)OCCO1.O=S1(=O)OCCO1.C1CCOC1.NC(N)=O.NC(N)=O

Löwdin atomic charge list, values in e, 4 entries:
1 S 0.7414
2 S 0.7338
3 S 0.7651
4 S 0.7445


Record 4
A structure of composition C4H7O2Sn in a non-equilibrium geometry. Source: the Open Molecules 2025 dataset; level of theory: ωB97M-V/def2-TZVPD.

```
! RIJCOSX wB97M-V def2-TZVPD def2/J DEFGRID3
* xyz 1 1
Sn 2.036 0.204 0.076
O 1.219 2.127 0.343
O 1.709 -1.644 0.028
C -0.877 0.503 -0.311
C 0.530 -1.918 -0.467
C -0.534 -0.886 -0.406
C 0.105 1.809 0.930
H -1.398 -1.433 0.005
H -0.640 2.621 1.046
H -1.837 0.661 0.195
H 0.107 -1.197 -1.640
H -0.895 1.019 -1.279
H 0.292 1.079 1.750
H 0.185 -2.947 -0.270
*
```

Summary:
max |F|: 6.84 eV/Å
molecular weight: 205.81 g/mol
highest occupied orbital energy (spin up / spin down): -12.9248 / -12.9241 eV

Löwdin atomic charge list, values in e, 4 entries:
1 Sn 1.5896
2 O -0.4060
3 O -0.3461
4 C -0.1292


Record 5
An isolated molecule of CH4O2S2 in a non-equilibrium geometry. Source: the Open Molecules 2025 dataset; level of theory: ωB97M-V/def2-TZVPD.

```
! RIJCOSX wB97M-V def2-TZVPD def2/J DEFGRID3
* xyz 0 1
S 2.082 -0.688 -0.255
S 2.687 1.295 0.719
O 0.513 -1.012 0.158
O 2.785 -1.895 -0.025
C -0.310 0.142 -0.002
H -0.479 0.336 -1.022
H -1.242 -0.073 0.435
H -0.021 1.103 0.510
H 1.968 -0.591 -1.577
*
```

Summary:
max |F|: 4.03 eV/Å
molecular weight: 112.17 g/mol
highest occupied orbital energy: -9.3120 eV
structure (SMILES): CO[S@H](=O)=S
ΔE to the lowest compared entry with this formula, charge and spin: 70.96 kcal/mol

Löwdin atomic charge list, values in e, 4 entries:
1 S 0.5584
2 S 0.1155
3 O -0.3592
4 O -0.3848


Record 6
A cluster of 2 separate species, C6H17ClOSi2 in total in a non-equilibrium geometry. Source: the Open Molecules 2025 dataset; level of theory: ωB97M-V/def2-TZVPD.

```
! RIJCOSX wB97M-V def2-TZVPD def2/J DEFGRID3
* xyz 0 1
Cl -2.986 -2.849 1.665
Si -2.004 -1.340 0.751
Si 2.044 -0.247 -0.156
O -2.814 -1.132 -0.651
C 1.223 -2.007 -0.105
C -2.550 -0.091 -1.488
C 3.657 -0.279 0.978
C -3.488 1.031 -1.586
C 2.328 0.118 -2.059
C 1.023 1.310 0.445
H 3.403 -0.098 -2.323
H -4.338 0.765 -2.105
H -1.600 -0.104 1.437
H -2.364 -0.509 -2.458
H 1.681 -0.701 -2.501
H 0.371 1.291 1.335
H 1.789 1.982 0.721
H 3.955 0.736 0.967
H -3.831 1.587 -0.764
H 0.442 1.771 -0.407
H -2.921 1.784 -2.182
H 1.565 -2.771 0.484
H -1.642 0.440 -1.212
H 3.535 -0.580 2.066
H 2.088 1.158 -2.385
H 0.904 -2.352 -1.129
H 4.471 -1.017 0.607
*
```

Summary:
max |F|: 4.33 eV/Å
molecular weight: 196.83 g/mol
highest occupied orbital energy (spin up / spin down): -8.3853 / -7.1647 eV
ΔE to the lowest compared entry with this formula, charge and spin: 54.73 kcal/mol

Löwdin atomic charge list, values in e, 4 entries:
1 Cl 0.2981
2 Si 0.2511
3 Si 0.5288
4 O -0.3125